1.
Computed, not measured: a 12-piece molecular cluster, C69H80Cl2F5N11O4 overall, with ωB97M-V/def2-TZVPD.

Structure (XYZ):
```
171
C69H80Cl2F5N11O4 | OMol25 | ωB97M-V/def2-TZVPD
C 6.29118 -1.26747 4.82000
C -2.88161 0.18689 -8.20356
O 3.33544 -2.45454 1.68943
H -2.48183 -3.12798 -6.91778
H -4.82561 -2.17374 2.09285
H 0.44479 2.32552 -4.39587
N -0.84155 -0.75703 10.62717
C -1.04879 -5.01945 -1.04530
C -0.54562 0.77105 -3.12426
H -9.83918 0.33544 -9.38069
C 4.87025 4.67748 7.57283
C -0.48663 0.51310 3.95618
H 1.91585 3.06938 -6.92149
H 1.58518 -4.08522 2.79535
C 0.32299 -4.90063 -1.05097
O 7.23289 -1.30739 3.68770
H 4.67010 0.09052 5.91422
N -4.40773 -3.09722 -7.84314
Cl 8.44419 2.49319 4.73625
H -2.50196 4.59729 -8.74187
C -2.87604 0.02477 -6.83622
C -3.32359 0.52613 1.26636
H -12.30897 0.80795 3.44820
H -0.08387 -2.74938 10.47355
H 2.79550 -3.59879 5.88283
C 0.15093 -1.69364 10.49886
H -6.10583 -1.57042 -8.99539
C 4.20507 -6.20326 3.83558
H -2.19134 -5.45446 -8.30268
H -0.40622 -2.67051 1.20490
H -8.57562 -1.09791 3.83350
C 0.23869 1.91226 -3.41706
H 3.73536 -3.65494 4.21525
C 4.17758 0.66219 -7.21104
C -2.24852 5.11975 -9.65465
C 5.70079 2.88673 2.00480
H 7.19834 -1.49208 1.46014
C 8.16637 1.30700 2.05805
C -2.98028 5.98327 -10.43874
C -8.08859 -0.84236 -8.78289
H -8.35088 0.27599 1.74296
H -10.72395 1.56003 1.37602
O 0.71657 2.30362 1.53736
H 0.40801 1.73605 -0.22809
N 5.31570 3.88603 5.54398
H 11.15197 1.15806 2.06456
H -6.07588 -3.66402 -9.05275
H 2.73867 -1.05715 -7.16103
C 9.09745 1.70711 3.14777
C -0.17336 0.72288 5.55472
C 3.90144 2.04799 -7.13014
H 5.15005 0.19828 -7.31389
H -0.90669 1.37714 10.71308
C -10.55838 -0.36986 4.04600
H -5.88109 -0.19652 -11.08593
H -1.08166 -1.08137 6.80674
H -6.09147 -0.18071 2.94952
C 0.69851 2.41234 -2.21927
C 1.00358 -2.27620 4.23906
H 6.38733 0.19162 6.68651
H 4.99494 5.02498 8.59027
H -1.82959 -0.95882 10.70895
C -9.25274 0.25000 2.33978
C 5.61891 0.03793 2.24420
H -0.99577 2.91284 5.95073
C -0.94288 5.73961 -11.36087
H 11.06830 0.68054 3.88980
H 2.66833 4.84622 7.20218
H 0.84859 0.14780 5.77025
C 2.53695 2.18798 -7.00860
C -0.54005 0.60893 -1.75692
H -4.50643 -5.79927 -9.67865
H -2.74445 -1.59226 0.81233
H -3.99911 6.29756 -10.25245
H -10.81182 -0.89232 4.95878
C -2.09730 1.32810 -8.49635
H -3.39571 -0.44792 -8.91363
H 5.82805 -2.33077 2.44989
H -0.26576 4.39170 -9.86715
C 0.03845 2.32953 5.95106
H -0.17979 -2.25889 4.18010
N -9.32136 -0.51624 3.47411
H 5.82033 3.52519 4.74475
H -3.34803 -0.71573 -6.20435
H -2.37617 0.00620 5.94156
C 1.64628 -1.13959 3.24955
H -2.58555 -3.92756 0.16318
H -8.34203 -1.36483 -7.87011
F 5.55960 -5.70964 4.24148
C -11.29014 0.49366 3.26191
C -5.17207 -0.09985 2.38527
C 6.52023 1.43959 2.09894
C 1.47078 -3.81665 3.93144
H 0.99295 0.73342 -6.92562
H 1.79762 1.16442 10.47580
H 3.49065 3.96720 1.98263
C 5.82794 0.09501 5.63682
H -1.01204 -0.13157 -1.12505
H 11.33826 2.48515 3.41200
C -4.44731 1.00027 1.98446
N 1.98099 0.93521 -7.00741
C 4.03166 2.92945 2.03491
H 0.70668 2.81464 5.09572
N -2.11199 1.02533 -6.29418
H -1.62736 -5.69827 -1.65844
H -1.01362 2.68337 -7.07571
H 6.34530 3.88875 1.93823
H 6.00251 1.02925 4.94568
O 5.78651 -2.42898 5.27257
N -1.01150 4.97337 -10.22654
H 4.62016 2.85666 -7.15877
H 3.33376 3.87930 4.74512
H -2.41409 7.04964 -12.32463
C -3.05338 -4.80008 -8.29862
C -8.82035 0.02116 -9.56698
N -6.85157 -0.98874 -9.35478
C 10.75106 1.51956 3.10275
H 0.60327 -4.51770 4.35257
N -4.52189 -1.22096 1.93926
F 4.18182 -7.68514 3.68916
C 6.48760 -1.35965 2.38592
H 1.29916 -1.99999 5.35457
C -6.78295 -0.22250 -10.48911
N 0.66824 -3.93492 -0.14162
H -2.54547 1.12337 0.80885
H 1.61235 -3.63342 0.06182
H -1.89120 1.74136 -9.47516
C 3.97651 0.05266 2.24648
C -1.63748 1.82818 -7.29857
C -0.28559 0.49574 10.62598
C 1.51558 1.45123 2.21085
C 3.65737 4.58428 6.84931
C 3.16456 -5.72113 5.00992
H -8.25416 1.08753 -11.45287
F 3.90046 -5.86190 6.32070
H 6.94501 4.15567 6.90037
H -1.01316 1.49249 3.52642
C -3.39629 -0.84880 1.25134
H 2.32751 -1.49396 10.32068
F 3.90759 -5.60580 2.48408
H -1.22170 -0.38683 3.73041
H -1.05972 0.13624 -3.83434
C 2.82613 -4.11531 4.83052
C -0.46604 -3.44275 0.44974
C 1.07890 0.35575 10.50443
H 1.32237 3.26753 -1.99642
C 0.92963 0.19537 3.14773
C 3.18571 1.52336 2.14897
C -2.15410 6.37534 -11.51899
C 3.96239 4.09610 5.59837
C -1.33164 0.03485 6.49816
H -1.39693 0.64927 7.50184
C -1.54835 -4.09639 -0.09576
H -0.04102 5.76560 -11.95769
H 0.58140 2.41453 6.98836
H -4.76963 -2.23827 -7.44961
C -10.46396 0.88573 2.18165
C -3.17051 -3.62782 -7.58569
C -4.26022 -4.97974 -9.01591
C 5.87840 4.24274 6.74183
C 2.97346 -0.00140 -7.13571
H 1.08089 -5.41829 -1.62368
F 1.94400 -6.57035 5.11347
C -5.07738 -3.91218 -8.71842
C 1.35505 -1.03005 10.42353
N 0.22400 1.60949 -1.21488
Cl 8.87701 0.57670 0.46566
H -4.70122 2.03280 2.18634
C 3.02256 -1.31814 2.34078
H -1.92798 1.15189 -5.30739
C -7.99417 0.41322 -10.64724
```

Its frontier orbital gap is 5.537 eV. Its net charge is 0. The structure (SMILES) is CC(=O)OCc1c(/C(Cl)=C(/C)Cl)ccc2c1C(=O)C(CCCC(F)(F)C(F)(F)F)=C(CC(C)C)C2=O.c1cc[nH]c1.c1cc[nH]c1.c1cc[nH]c1.c1cc[nH]c1.c1cc[nH]c1.c1cc[nH]c1.c1cc[nH]c1.c1cc[nH]c1.c1cc[nH]c1.c1cc[nH]c1.c1cc[nH]c1. For the HOMO energy, the calculation gives -8.1 eV.

---

2.
Computed, not measured: C40H41F2InN3O2S as an isolated structure, with ωB97M-V/def2-TZVPD.

Structure (XYZ):
```
90
C40H41F2InN3O2S | OMol25 | ωB97M-V/def2-TZVPD
C -0.30161 -4.10667 2.64946
N 2.97374 1.04984 -3.39866
C 4.15635 0.24754 1.42769
C -0.77409 -5.02876 1.74142
O -2.58691 -0.73405 0.31758
C -4.36134 -2.63243 -3.56523
H 2.28830 -0.77851 -2.77034
C 0.40539 -1.78859 3.32154
H 2.44802 3.35587 2.43541
H 1.21951 2.90714 -1.05938
C 2.08819 0.24911 0.12817
H -0.51520 3.25572 4.87377
C 0.45563 0.44434 3.89694
H -6.93153 -1.07392 -2.01380
H 1.89216 2.88626 -3.30724
C 2.56066 0.74310 -4.74912
H -2.44427 2.04192 4.24270
C -2.76164 2.44135 3.27373
C 0.35384 -2.77065 -4.74793
C -0.06252 -2.77334 2.32664
C 0.13755 2.84925 -0.94379
H 1.42689 -3.13560 4.66562
H -0.22722 1.99543 -1.51941
C -0.37791 3.24392 2.71824
H -6.48834 -2.66799 -3.84623
F -0.10081 -4.57097 3.91242
C -0.22590 2.72079 0.50830
H -0.29609 3.75974 -1.37401
C -1.03525 -4.56644 0.46752
C -5.66551 -2.26171 -3.27062
C -5.91375 -1.37207 -2.23447
C -0.31950 -2.33603 1.01821
H 0.18330 1.44707 3.59649
N 0.67429 -2.42350 -2.49806
H 2.04205 -1.36175 6.25335
H 5.99000 0.23658 0.30631
C 4.90694 0.25363 0.26302
H 1.18114 0.53732 -2.35065
H 3.17679 2.65566 -2.09536
H -1.07164 -2.94165 -0.89960
H 2.41983 3.45154 0.68375
H 3.60638 3.00250 -3.77729
C -0.04464 3.82212 4.06395
H -0.40120 4.85429 4.14172
C -3.31012 -2.11586 -2.82286
H -0.31535 -0.98799 -3.68159
C -1.52746 2.29607 0.98736
C 0.17844 -1.94787 -3.68305
H 1.40527 1.01104 5.73284
S 1.15920 -4.20975 -4.26039
H -5.04485 -0.19115 -0.65780
H 3.18973 1.29259 -5.45342
C -4.86445 -0.87215 -1.47967
H -3.29741 3.37734 3.47091
H 2.68668 -0.32576 -4.93298
C 2.89947 2.47358 -3.13326
C 2.77123 0.25488 1.34836
H -0.94154 -6.05674 2.02848
H 1.03430 3.83226 4.23816
C 2.24242 0.25225 -2.41825
C 1.20718 -3.58496 -2.63721
C -1.58822 2.65036 2.36078
C 1.14692 0.19569 5.07113
H 4.64593 0.22822 2.39555
H 2.21453 0.26765 2.27317
H -3.23229 3.19672 0.05367
C 1.49398 -1.11610 5.35189
N 0.08823 -0.51897 3.05590
H -2.29057 -2.39552 -3.04803
H -3.46492 1.73142 2.83724
H 1.66192 -4.15047 -1.83631
In -0.16756 -0.07019 0.50033
C 2.86052 0.27753 -1.03609
F -1.51405 -5.44845 -0.44199
C -2.75305 2.21142 0.11606
H -3.48311 1.50935 0.51872
C -2.42688 -0.72145 -0.91257
C -0.82883 -3.25453 0.10543
C -3.55615 -1.24074 -1.77235
C 4.25600 0.28567 -0.95773
H 1.50630 1.00371 -4.95233
C 1.13835 -2.11663 4.46466
H 0.06139 -2.62337 -5.77436
H -4.16389 -3.32475 -4.37459
C 0.47132 3.26983 1.58375
H 4.82224 0.30986 -1.88094
O -1.37936 -0.29558 -1.49513
H -2.50332 1.89440 -0.89705
C 1.89094 3.76341 1.58581
H 1.94078 4.85633 1.64700
```

Its frontier orbital gap is 6.091 eV. Its net charge is -1. The calculation puts the energy above the lowest of the compared OMol25 structures with the same formula, charge and spin at 74.5 kJ/mol. For the HOMO energy, the calculation gives -3.8 eV.

---

3.
Computed, not measured: an isolated molecule of C3H8N2, with ωB97M-V/def2-TZVPD.

Structure (XYZ):
```
13
C3H8N2 | OMol25 | ωB97M-V/def2-TZVPD
H 0.45431 0.78607 1.39637
H -1.73896 -1.51602 -0.16867
C -1.26578 0.56484 -0.20900
C -2.22560 -0.56684 0.11348
C 0.17985 0.42478 0.33801
H -1.66613 1.52491 0.04320
H -1.15724 0.44417 -1.27956
H -2.55279 -0.59381 1.22532
N 1.11462 -0.03623 -0.40474
H -3.13449 -0.43569 -0.60345
N 2.35981 -0.17700 0.06765
H 2.83647 -0.63310 -0.68948
H 2.50698 -0.62058 0.98096
```

Its frontier orbital gap is 9.875 eV. Its net charge is 0. The structure (SMILES) is CC/C=N/N. The calculation puts the energy above the lowest of the compared OMol25 structures with the same formula, charge and spin at 247.3 kJ/mol. For the HOMO energy, the calculation gives -8.6 eV.

---

4.
Computed, not measured: an isolated molecule of C2H3BrS, with ωB97M-V/def2-TZVPD.

Structure (XYZ):
```
7
C2H3BrS | OMol25 | ωB97M-V/def2-TZVPD
H -0.25724 -1.60599 -0.13004
Br 1.53082 1.72633 -0.57075
C -0.03339 -0.73875 0.45784
S -1.37103 0.53043 0.75267
H 0.54156 -0.72286 1.44277
H -0.38292 0.37223 -1.53282
C -0.02780 0.43861 -0.41967
```

Its frontier orbital gap is 9.751 eV. Its net charge is 0. The structure (SMILES) is Br[C@H]1CS1. The calculation puts the energy above the lowest of the compared OMol25 structures with the same formula, charge and spin at 52.9 kJ/mol. For the HOMO energy, the calculation gives -9.3 eV.